[1]
Formula: C24H10Cl7HfN4O2SbSe4
Source: the Open Molecules 2025 dataset
Level of theory: ωB97M-V/def2-TZVPD

```
53
C24H10Cl7HfN4O2SbSe4 (ωB97M-V/def2-TZVPD)
Hf 0.385 -0.390 0.086
Sb 3.917 -2.331 3.084
Se 4.437 -0.516 4.661
Se 2.815 -1.037 -0.209
Se 2.932 -4.095 4.472
Se 1.756 -1.384 1.808
Cl -1.472 5.992 1.509
Cl 1.286 5.073 2.636
Cl -2.229 1.037 -0.528
Cl 0.862 -5.494 -4.364
Cl 2.276 2.164 2.176
Cl -0.179 -6.900 -1.706
Cl -3.239 3.968 -0.101
O -0.247 -0.480 -4.163
O -2.924 -3.053 0.653
N 1.222 1.403 -1.577
N -0.833 -2.156 0.226
N 0.128 -0.997 -1.938
N -1.043 -0.499 2.221
C -0.120 -5.169 -1.839
C -0.494 -3.021 -0.836
C 0.519 1.217 -2.700
C 0.263 2.235 -3.608
C -1.716 3.475 0.551
C -3.269 -0.334 3.855
C -1.246 2.178 0.381
C 1.766 2.605 -1.380
C 0.081 -0.200 -3.014
C -2.113 -1.268 1.999
C -1.036 0.287 3.296
C -3.255 -1.204 2.781
C -2.007 -2.269 0.870
C -0.542 -4.402 -0.765
C -0.033 1.709 0.853
C -2.125 0.400 4.140
C -0.003 -2.397 -2.005
C 0.735 2.643 1.551
C -0.928 4.371 1.260
C 0.401 -3.174 -3.080
C 0.344 -4.555 -2.994
C 1.552 3.679 -2.222
C 0.756 3.498 -3.346
C 0.304 3.954 1.766
H 0.543 4.323 -4.014
H 2.006 4.634 -1.995
H -2.074 1.053 5.001
H -0.115 0.827 3.484
H 2.407 2.694 -0.511
H -0.305 1.995 -4.496
H -4.151 -0.237 4.476
H -4.090 -1.840 2.523
H 0.754 -2.696 -3.980
H -0.909 -4.881 0.130
```

Properties
Relative energy (zero: lowest compared OMol25 entry of this formula, charge and spin) = 242.5 kJ/mol
LUMO energy = 3.31 eV
Total energy = -14405.75816 a.u.
HOMO energy = -1.00 eV
Total charge = -2
Multiplicity = 1

***

[2]
Formula: C24H12Br2Cl3N6O2STl
Source: the Open Molecules 2025 dataset
Level of theory: ωB97M-V/def2-TZVPD

```
51
C24H12Br2Cl3N6O2STl (ωB97M-V/def2-TZVPD)
Tl -0.441 -1.085 -2.063
Br -3.201 -7.678 -2.676
Br -5.430 -2.703 2.841
Cl 1.122 1.321 3.645
Cl 0.301 3.945 2.051
Cl 4.359 2.598 1.087
S 3.293 5.236 2.683
O 0.271 0.895 0.871
O 2.162 2.867 -1.017
N 3.234 3.771 3.092
N 3.003 5.506 1.078
N -0.765 2.085 -0.874
N -1.240 -3.532 -2.045
N -2.392 -1.624 -0.482
N 2.283 -0.067 0.162
C 2.338 4.584 0.461
C -0.805 3.002 -1.937
C 1.742 1.009 0.909
C -3.740 -3.238 0.636
C -3.772 -0.952 1.351
C 0.167 1.902 -0.065
C 1.939 4.242 -0.904
C -2.931 -5.118 -1.502
C 0.920 4.834 -1.550
C -2.838 -2.882 -0.355
C 3.402 0.372 2.789
C 3.212 -0.779 0.666
C -2.397 -6.011 -2.421
C 2.343 1.338 2.355
C 2.856 2.789 2.079
C -0.739 -4.399 -2.925
C -2.857 -0.690 0.349
C -4.211 -2.258 1.496
C -1.274 -5.654 -3.148
C 3.797 -0.614 1.997
C 1.556 2.357 0.138
C -0.125 4.122 -2.265
C 1.779 3.407 1.215
C -2.318 -3.887 -1.331
H 0.133 -4.077 -3.483
H 0.832 5.913 -1.464
H 3.583 -1.594 0.050
H -3.820 -5.387 -0.954
H -0.520 4.642 -3.130
H -0.833 -6.324 -3.871
H -4.127 -0.164 1.998
H -1.618 2.757 -2.609
H 4.536 -1.334 2.323
H -2.481 0.315 0.200
H -4.070 -4.258 0.757
H 3.784 0.500 3.794
```

Properties
Relative energy (zero: lowest compared OMol25 entry of this formula, charge and spin) = 572.3 kJ/mol
LUMO energy = -8.97 eV
Total energy = -8499.36593 a.u.
HOMO energy = -14.19 eV
Total charge = +2
Multiplicity = 1

***

[3]
Formula: C24H12Co2F3NO6
Source: the Open Molecules 2025 dataset
Level of theory: ωB97M-V/def2-TZVPD

```
48
C24H12Co2F3NO6 (ωB97M-V/def2-TZVPD)
Co 0.889 1.869 3.413
Co 2.408 0.896 1.770
F -5.196 1.164 -2.912
F -4.692 2.808 -4.286
F -4.860 0.760 -5.048
O 4.248 2.321 3.570
O 0.688 -0.456 5.151
O 2.893 -1.635 3.142
O -1.851 2.709 3.669
O 4.385 0.667 -0.349
O 1.902 3.870 5.255
N 2.282 -1.447 -2.985
C 0.523 -1.878 0.370
C 3.381 1.842 2.965
C 0.455 -0.426 -0.297
C -2.214 2.272 -3.088
C 0.528 -3.014 -0.433
C 0.713 0.069 -1.568
C 0.213 -4.296 0.062
C 1.468 3.097 4.509
C 2.662 -0.652 2.555
C -0.466 0.660 -2.630
C -0.136 -3.368 2.262
C 3.598 0.797 0.508
C -4.419 1.505 -3.991
C -2.977 1.270 -3.661
C -0.758 2.371 3.545
C -0.919 1.995 -2.633
C 0.772 1.643 1.450
C 0.949 0.459 0.747
C 0.184 -2.080 1.749
C -0.117 -4.458 1.398
C 1.545 -0.764 -2.359
C -1.114 -0.240 -3.470
C -2.418 0.035 -3.907
C 0.779 0.435 4.413
H -2.637 3.250 -2.969
H -0.317 2.803 -2.200
H -0.364 -5.448 1.770
H -0.427 -3.484 3.318
H -2.967 -0.733 -4.414
H 0.217 -5.135 -0.636
H -0.656 -1.211 -3.703
H 0.000 -1.217 2.416
H 0.710 -2.855 -1.491
H -0.516 -0.389 -0.611
H 1.257 1.029 -1.361
H 0.369 2.592 0.996
```

Properties
Relative energy (zero: lowest compared OMol25 entry of this formula, charge and spin) = 478.3 kJ/mol
LUMO energy = 4.14 eV
Total energy = -4492.89305 a.u.
HOMO energy = 1.19 eV
Total charge = -2
Multiplicity = 1